The molecule C23H28N6O3. Source: the Open Molecules 2025 dataset; level of theory: ωB97M-V/def2-TZVPD.

Output
Structure (SMILES): Cc1ccc([C@@H](c2nnnn2C[C@H]2CCCO2)N2CCN(C(=O)c3ccco3)CC2)cc1
ΔE to the lowest compared entry with this formula, charge and spin (kJ/mol): 300.5
Total charge: 0
LUMO level (eV): 0.576
Largest force on an atom (Eh/bohr): 0.028
Orbital gap (eV): 9.25

Each atom is followed by the atoms it is bonded to, with distances in Å.
CARTESIAN COORDINATES (ANGSTROEM)
1 O -3.264 5.261 2.423  C23 1.348, C30 1.338
2 O -3.084 4.423 -0.340  C11 1.218
3 O 0.410 -1.829 -3.312  C19 1.421, C22 1.417
4 N 0.248 0.999 -0.228  C12 1.453, C18 1.453, C20 1.454
5 N -1.533 -3.266 -0.306  N6 1.339, N7 1.264
6 N -0.393 -2.670 -0.677  N5 1.339, C15 1.358, C17 1.431
7 N -2.235 -2.407 0.301  N5 1.264, N9 1.328
8 N -1.225 3.332 0.314  C11 1.352, C14 1.441, C26 1.445
9 N -1.615 -1.234 0.363  N7 1.328, C15 1.314
10 C -3.020 3.111 2.938  C23 1.371, C31 1.413, H48 1.071
11 C -2.395 3.966 0.554  O2 1.218, N8 1.352, C23 1.488
12 C 0.630 -0.384 -0.460  N4 1.453, C15 1.496, C29 1.516, H59 1.099
13 C 3.101 -0.328 -0.054  C27 1.381, C29 1.389, H47 1.080
14 C -0.287 2.817 1.279  N8 1.441, C20 1.530, H38 1.097, H39 1.089
15 C -0.461 -1.384 -0.247  N6 1.358, N9 1.314, C12 1.496
16 C 5.357 -1.638 2.686  C32 1.498, H33 1.087, H43 1.088, H49 1.090
17 C 0.609 -3.341 -1.447  N6 1.431, C19 1.541, H45 1.092, H46 1.093
18 C -0.737 1.486 -1.179  N4 1.453, C26 1.528, H55 1.093, H57 1.102
19 C 0.331 -3.202 -2.956  O3 1.421, C17 1.541, C24 1.542, H60 1.100
20 C -0.172 1.299 1.131  N4 1.454, C14 1.530, H35 1.100, H52 1.091
21 C -1.828 -2.411 -3.687  C22 1.526, C24 1.530, H50 1.090, H58 1.086
22 C -0.693 -1.496 -4.137  O3 1.417, C21 1.526, H53 1.099, H54 1.091
23 C -2.823 4.068 1.976  O1 1.348, C10 1.371, C11 1.488
24 C -1.071 -3.701 -3.362  C19 1.542, C21 1.530, H37 1.088, H56 1.089
25 C 2.874 -1.741 2.306  C28 1.384, C32 1.388, H36 1.080
26 C -0.850 3.004 -1.043  N8 1.445, C18 1.528, H34 1.091, H40 1.095
27 C 4.227 -0.622 0.690  C13 1.381, C32 1.391, H51 1.081
28 C 1.743 -1.445 1.565  C25 1.384, C29 1.388, H44 1.081
29 C 1.845 -0.739 0.374  C12 1.516, C13 1.389, C28 1.388
30 C -3.723 5.079 3.667  O1 1.338, C31 1.362, H42 1.072
31 C -3.604 3.775 4.040  C10 1.413, C30 1.362, H41 1.071
32 C 4.131 -1.336 1.880  C16 1.498, C25 1.388, C27 1.391
33 H 5.165 -2.428 3.407  C16 1.087
34 H -1.616 3.400 -1.711  C26 1.091
35 H -1.139 0.829 1.364  C20 1.100
36 H 2.774 -2.293 3.229  C25 1.080
37 H -1.545 -4.261 -2.558  C24 1.088
38 H 0.694 3.263 1.073  C14 1.097
39 H -0.595 3.084 2.289  C14 1.089
40 H 0.116 3.464 -1.272  C26 1.095
41 H -3.896 3.339 4.973  C31 1.071
42 H -4.100 5.940 4.182  C30 1.072
43 H 6.178 -1.940 2.039  C16 1.088
44 H 0.775 -1.766 1.927  C28 1.081
45 H 0.595 -4.397 -1.172  C17 1.092
46 H 1.583 -2.907 -1.211  C17 1.093
47 H 3.189 0.226 -0.976  C13 1.080
48 H -2.800 2.066 2.861  C10 1.071
49 H 5.672 -0.748 3.231  C16 1.090
50 H -2.308 -2.009 -2.795  C21 1.090
51 H 5.197 -0.296 0.344  C27 1.081
52 H 0.584 0.923 1.822  C20 1.091
53 H -0.437 -1.684 -5.190  C22 1.099
54 H -0.901 -0.434 -4.003  C22 1.091
55 H -0.401 1.237 -2.189  C18 1.093
56 H -1.002 -4.337 -4.243  C24 1.089
57 H -1.727 1.033 -1.008  C18 1.102
58 H -2.583 -2.545 -4.457  C21 1.086
59 H 0.917 -0.450 -1.519  C12 1.099
60 H 1.119 -3.758 -3.485  C19 1.100

Results of the Mulliken charge analysis, in e, for atoms 1 through 6: O -0.3169; O -0.6816; O -0.4286; N 0.2932; N -0.3709; N 1.1275